1.
Density functional theory data (wB97M-V/def2-TZVPD) for C44H39BCoN9O4P2 as an isolated structure.

```
100
Properties=species:S:1:pos:R:3:forces:R:3:lowdin_charge:R:1
Co -0.0054 -0.1210 0.1049 0.82 -0.40 -0.14 0.50
O 1.3785 3.3605 -2.5483 0.06 0.00 0.09 0.14
C 0.4048 2.6606 -1.9640 0.13 0.05 0.16 -0.49
O -0.4311 2.0189 -2.5152 -0.27 -0.04 -0.12 0.18
C 0.4120 2.8795 -0.4627 0.18 -0.17 -0.19 -0.11
C 0.6185 4.1767 -0.0035 -0.04 0.12 -0.15 0.06
C 0.4167 4.4738 1.3246 -0.01 0.14 0.17 0.02
C -0.0504 3.4633 2.1497 -0.05 0.06 0.35 0.04
C -0.2017 2.1995 1.6283 -0.09 0.06 0.22 -0.19
N 0.0989 1.8733 0.3630 -0.12 0.28 -0.50 0.13
C -0.7365 1.0475 2.3985 0.23 0.53 0.10 -0.46
O -1.2725 1.1702 3.5681 -0.32 0.39 0.63 0.24
O -0.6626 -0.0658 1.9207 -0.10 -0.76 -0.63 0.05
H 1.2924 3.2697 -3.5109 -0.02 -0.02 -0.07 0.16
H 0.9083 4.9479 -0.7049 0.02 -0.09 -0.02 0.14
H 0.5866 5.4754 1.7010 -0.04 -0.07 0.01 0.14
H -0.2561 3.6495 3.1982 0.01 0.10 -0.08 0.14
H -1.4173 2.0891 3.8396 0.05 -0.07 0.09 0.15
C -3.8496 0.6948 -1.1478 -0.03 0.05 0.04 -0.01
C -2.7750 0.9026 -0.2920 -0.01 -0.02 -0.07 -0.09
N -1.7688 0.0942 -0.6289 -0.14 0.11 0.01 -0.01
N -2.1652 -0.6310 -1.6885 -0.09 -0.04 -0.07 0.06
C -3.4180 -0.2882 -2.0200 -0.01 0.01 0.01 -0.01
B -1.2215 -1.7593 -2.2048 -0.06 0.04 -0.02 -0.63
N -0.9512 -2.6345 -0.9521 0.10 -0.03 -0.04 0.07
C -1.3432 -3.8618 -0.5753 -0.08 0.03 0.03 -0.02
C -1.0367 -4.0422 0.7584 -0.04 -0.06 0.04 0.00
C -0.4564 -2.8444 1.1515 -0.09 0.04 -0.05 -0.10
N -0.3937 -2.0061 0.1139 0.06 -0.21 0.20 -0.01
N 0.1273 -1.0855 -2.5533 0.02 0.03 0.09 0.06
C 0.8222 -1.1226 -3.6947 0.02 0.00 -0.10 -0.01
C 1.9634 -0.3584 -3.5360 0.03 0.04 0.00 0.00
C 1.8880 0.1235 -2.2351 0.00 -0.10 -0.10 -0.12
N 0.7751 -0.3275 -1.6469 0.09 0.03 0.15 -0.02
N -1.7744 -2.4485 -3.4139 0.00 -0.05 0.30 -0.02
C -1.8969 -3.7558 -3.8023 0.14 0.21 0.17 -0.07
C -2.3871 -3.7665 -5.0732 -0.10 0.13 -0.29 -0.04
C -2.5332 -2.3992 -5.4054 0.01 0.07 -0.08 -0.13
N -2.1596 -1.6053 -4.4175 -0.10 -0.54 -0.10 0.07
H -4.8072 1.1902 -1.1356 0.10 -0.06 -0.01 0.11
H -2.6959 1.5969 0.5311 0.00 -0.05 -0.05 0.12
H -3.9175 -0.7523 -2.8535 0.08 0.00 0.01 0.13
H -1.8439 -4.5272 -1.2576 0.04 0.08 0.08 0.12
H -1.2217 -4.9149 1.3653 0.03 0.11 -0.08 0.12
H -0.1046 -2.5598 2.1274 0.02 0.03 -0.07 0.11
H 0.4606 -1.6786 -4.5465 -0.02 0.06 0.10 0.14
H 2.7427 -0.1735 -4.2580 -0.08 -0.03 0.06 0.12
H 2.5755 0.7747 -1.7291 0.03 0.02 0.09 0.09
H -1.6117 -4.5877 -3.1786 0.01 0.14 -0.08 0.11
H -2.6096 -4.6276 -5.6849 0.03 0.11 0.08 0.11
H -2.8899 -1.9671 -6.3298 0.01 -0.05 0.07 0.11
C 2.3246 0.5829 2.7808 -0.28 0.04 -0.07 -0.47
P 2.2279 -0.3184 1.2046 0.09 -0.28 -0.02 1.11
C 3.6938 0.3244 0.3493 -0.11 0.24 -0.07 -0.37
C 4.7253 -0.4751 -0.1269 -0.06 -0.03 -0.16 -0.07
C 5.8000 0.1068 -0.7883 -0.12 -0.05 -0.11 -0.06
C 5.8621 1.4807 -0.9603 -0.14 0.09 -0.12 -0.06
C 4.8499 2.2906 -0.4558 0.01 -0.04 -0.14 -0.06
C 3.7703 1.7130 0.1901 -0.09 -0.07 -0.03 -0.13
C 2.4986 -2.0603 1.5580 -0.10 -0.05 -0.20 -0.38
C 2.6585 -2.9340 0.4777 0.03 0.01 0.04 -0.11
C 2.7605 -4.2972 0.6973 -0.02 0.01 -0.01 -0.05
C 2.6662 -4.7995 1.9910 0.00 -0.05 0.01 -0.05
C 2.4716 -3.9389 3.0623 0.01 -0.02 0.01 -0.05
C 2.3850 -2.5689 2.8488 0.12 0.03 0.04 -0.12
P 3.7394 0.4041 4.0133 0.15 -0.28 0.03 1.08
C 4.0257 2.1573 4.4403 -0.26 0.11 0.05 -0.40
C 4.9738 2.3475 5.4458 0.02 0.09 0.08 -0.10
C 5.2855 3.6203 5.8960 0.05 -0.02 0.04 -0.05
C 4.6438 4.7291 5.3580 0.05 0.04 0.05 -0.07
C 3.6942 4.5541 4.3671 -0.08 -0.05 -0.13 -0.08
C 3.3835 3.2746 3.9129 0.15 0.10 0.06 -0.11
C 5.2550 0.0686 3.0475 0.05 0.21 -0.13 -0.39
C 5.7421 -1.2362 3.0125 0.01 0.00 0.00 -0.10
C 6.9214 -1.5289 2.3375 0.09 0.03 -0.03 -0.07
C 7.6370 -0.5122 1.7179 0.02 -0.12 0.15 -0.07
C 7.1741 0.7967 1.7742 0.00 0.07 0.23 -0.08
C 5.9872 1.0870 2.4302 0.19 -0.11 0.07 -0.09
H 1.4361 0.3452 3.3689 -0.02 0.00 0.04 0.04
H 2.2607 1.6340 2.5013 -0.08 -0.13 -0.08 0.00
H 4.7154 -1.5437 0.0349 0.00 0.01 -0.03 0.10
H 6.6010 -0.5218 -1.1575 -0.04 0.02 0.03 0.13
H 6.7063 1.9269 -1.4720 -0.03 -0.02 0.02 0.12
H 4.9036 3.3663 -0.5717 0.00 -0.04 0.01 0.12
H 2.9789 2.3504 0.5752 0.07 0.02 -0.01 0.09
H 2.6941 -2.5445 -0.5351 -0.01 -0.04 0.00 0.11
H 2.8991 -4.9705 -0.1396 0.00 0.03 0.03 0.12
H 2.7369 -5.8681 2.1615 0.00 0.09 -0.01 0.12
H 2.3883 -4.3326 4.0680 0.01 0.03 -0.04 0.12
H 2.2403 -1.9071 3.6950 0.01 -0.04 0.00 0.08
H 5.4724 1.4864 5.8788 0.00 0.04 0.01 0.11
H 6.0244 3.7493 6.6773 -0.02 -0.02 -0.04 0.12
H 4.8825 5.7243 5.7127 0.00 -0.06 -0.01 0.11
H 3.1978 5.4175 3.9364 0.02 -0.05 0.04 0.10
H 2.6457 3.1788 3.1239 0.04 0.11 0.07 0.06
H 5.2143 -2.0219 3.5399 -0.03 -0.02 -0.03 0.10
H 7.2985 -2.5450 2.3220 -0.03 0.05 0.00 0.11
H 8.5680 -0.7375 1.2103 -0.04 0.01 0.04 0.12
H 7.7459 1.5934 1.3105 -0.05 -0.05 0.05 0.12
H 5.6357 2.1115 2.4761 0.05 -0.05 0.01 0.11
```
Forces are in eV/Å.

Its total charge is +2. Its LUMO energy is -6.8 eV. The value obtained for the total energy is -124734.05909 eV. The value obtained for the maximum force is 1.0 eV/Å. As for the frontier orbital gap: 5.9 eV. The HOMO energy is -12.734 eV. The value obtained for the relative energy (zero: lowest compared OMol25 entry of this formula, charge and spin) is 11.44 kJ/mol.

***

2.
Density functional theory data (wB97M-V/def2-TZVPD) for C44H39BF2N13OS2V as an isolated structure.

```
103
Properties=species:S:1:pos:R:3:forces:R:3:lowdin_charge:R:1
V -0.4316 -0.3437 0.3887 0.29 0.10 0.26 0.65
C 0.6193 5.2661 0.4240 0.01 -0.09 -0.04 -0.08
C -0.2324 4.3328 1.0472 0.08 0.08 -0.02 -0.17
N -0.4682 3.3053 0.2563 -0.15 -0.03 0.11 0.07
N 0.2063 3.5339 -0.8857 0.15 0.08 -0.29 0.01
C 0.8847 4.7064 -0.8058 -0.05 -0.01 0.11 -0.10
B 0.1648 2.3685 -1.8979 -0.12 0.02 0.10 -0.66
N -1.2578 1.7532 -1.8040 -0.01 0.06 -0.07 0.01
C -2.3406 2.2989 -2.3716 0.07 0.00 -0.01 -0.05
C -3.4570 1.6066 -1.9552 -0.06 -0.04 0.03 -0.03
C -2.9514 0.6298 -1.1025 -0.04 0.01 -0.04 -0.14
N -1.6236 0.7237 -1.0158 -0.07 0.02 0.07 -0.04
N 1.2527 1.3237 -1.5483 -0.03 -0.05 0.08 0.04
C 2.3777 1.1092 -2.2492 0.04 0.00 -0.02 -0.04
C 3.2209 0.3194 -1.4985 0.05 0.03 -0.03 -0.03
C 2.5206 0.0923 -0.3182 -0.03 0.02 0.04 -0.13
N 1.3271 0.6881 -0.3470 0.07 0.05 -0.12 0.01
N 0.3717 2.7546 -3.3718 0.05 -0.08 0.02 -0.03
C 1.0867 3.7363 -3.9739 -0.02 0.03 0.05 -0.09
C 1.2119 3.4262 -5.3037 -0.05 -0.03 -0.07 -0.07
C 0.5326 2.1995 -5.4324 0.04 0.03 0.00 -0.16
N 0.0433 1.7945 -4.2757 0.01 0.04 0.01 0.08
H 0.9788 6.2078 0.8031 0.00 0.00 0.00 0.09
H -0.6738 4.3572 2.0311 -0.01 0.02 -0.01 0.10
H 1.5071 5.0793 -1.5978 0.02 -0.03 0.00 0.09
H -2.2441 3.1368 -3.0407 0.02 0.00 0.01 0.13
H -4.4820 1.7822 -2.2302 0.01 0.00 0.00 0.10
H -3.4926 -0.1195 -0.5488 0.05 -0.01 0.00 0.08
H 2.5134 1.5378 -3.2285 -0.02 0.01 0.01 0.12
H 4.2033 -0.0310 -1.7625 0.00 0.00 0.01 0.10
H 2.8212 -0.4842 0.5384 -0.05 -0.01 0.03 0.11
H 1.4579 4.5898 -3.4389 -0.04 0.00 0.00 0.09
H 1.6996 4.0056 -6.0685 0.00 0.00 0.01 0.09
H 0.3792 1.6025 -6.3180 0.00 0.00 0.01 0.10
F 2.6659 -2.7807 4.1906 -0.01 0.02 0.02 0.07
C 2.1621 -2.8173 2.9432 -0.03 0.00 -0.05 -0.27
C 1.3295 -1.8023 2.5104 -0.04 -0.04 -0.06 -0.04
C 0.8330 -1.8428 1.2051 -0.21 0.06 0.07 -0.17
C 1.1821 -2.9158 0.3623 -0.02 0.10 -0.01 -0.14
C 2.0087 -3.9155 0.8651 -0.05 0.03 -0.04 -0.21
F 2.3715 -4.9729 0.0990 0.01 0.00 0.02 0.05
C 2.5118 -3.8901 2.1460 0.08 -0.08 0.07 0.06
C 0.7088 -2.8294 -1.0306 0.00 -0.01 0.02 -0.19
C 0.9011 -3.8029 -2.0097 0.01 -0.02 -0.04 0.01
C 0.4923 -3.5569 -3.3066 0.00 0.01 0.00 -0.05
C -0.0916 -2.3409 -3.6159 0.00 -0.01 -0.01 -0.04
C -0.2921 -1.4363 -2.5923 0.02 -0.03 -0.01 -0.11
N 0.0699 -1.6750 -1.3275 -0.06 -0.04 -0.04 0.05
H 1.0966 -0.9847 3.1826 0.02 0.00 0.02 0.07
H 3.1581 -4.6782 2.5052 -0.01 0.01 0.00 0.13
H 1.3724 -4.7370 -1.7578 0.00 0.01 0.01 0.11
H 0.6419 -4.3069 -4.0731 0.01 -0.01 0.01 0.11
H -0.3932 -2.0873 -4.6220 -0.01 0.01 0.01 0.11
H -0.7539 -0.4830 -2.8034 0.01 0.01 0.03 0.09
S -1.0977 0.7488 2.3415 -0.15 -0.18 -0.20 0.69
C -2.6035 -0.1394 2.6047 0.55 -0.17 -0.47 -0.73
N -3.4487 0.2371 3.4848 -0.17 0.32 0.27 0.04
N -4.6461 -0.3731 3.6135 0.07 -0.30 -0.03 0.01
C -5.4399 -0.8001 2.5037 -0.07 0.14 -0.09 -0.27
C -5.4899 -0.0353 1.3398 0.04 0.07 0.01 -0.05
C -6.2711 -0.4463 0.2749 -0.05 -0.06 0.01 -0.09
C -7.0324 -1.6077 0.3692 0.03 0.03 0.01 -0.09
C -7.0025 -2.3478 1.5401 -0.01 0.00 -0.01 -0.08
C -6.2013 -1.9508 2.6037 0.01 -0.07 0.07 -0.03
N -2.8495 -1.3458 1.8993 -0.18 -0.07 0.48 0.11
N -2.0662 -1.6020 0.9785 0.06 0.04 -0.39 -0.04
C -2.2468 -2.9217 0.4200 0.04 -0.02 0.10 -0.24
C -1.8984 -4.0189 1.1906 0.00 0.02 0.11 -0.02
C -1.9943 -5.2898 0.6476 -0.03 -0.01 -0.08 -0.07
C -2.4419 -5.4581 -0.6574 0.02 0.04 0.07 -0.08
C -2.7919 -4.3493 -1.4156 -0.01 -0.01 -0.02 -0.07
C -2.6869 -3.0735 -0.8823 -0.01 0.05 -0.10 -0.03
H -5.1619 0.0448 4.3689 -0.06 0.06 -0.01 0.13
H -4.9045 0.8750 1.2744 -0.01 -0.02 0.00 0.12
H -6.3029 0.1522 -0.6278 0.00 0.00 0.00 0.10
H -7.6468 -1.9263 -0.4624 0.00 0.00 0.00 0.10
H -7.5918 -3.2518 1.6245 0.00 0.00 0.00 0.10
H -6.1428 -2.5447 3.5069 -0.01 0.00 -0.01 0.11
H -1.5333 -3.8653 2.1986 0.00 0.01 -0.01 0.12
H -1.7143 -6.1471 1.2455 0.00 -0.01 -0.01 0.11
H -2.5143 -6.4506 -1.0820 0.00 0.00 0.00 0.10
H -3.1418 -4.4712 -2.4325 0.00 -0.01 0.00 0.11
H -2.9387 -2.2072 -1.4810 0.01 0.00 0.02 0.10
C 6.7725 1.4364 -0.2275 -0.06 0.03 0.05 -0.05
C 5.5832 1.6710 0.6663 0.04 -0.02 -0.05 -0.28
C 5.2942 0.8133 1.7209 -0.03 0.03 0.01 -0.04
C 4.1922 1.0341 2.5400 0.03 -0.04 0.04 -0.07
C 3.3811 2.1243 2.2948 -0.06 0.04 -0.03 -0.40
C 3.6303 2.9804 1.2297 0.00 -0.01 -0.01 -0.08
C 4.7358 2.7540 0.4296 -0.01 -0.01 0.01 -0.04
S 1.9659 2.4304 3.3525 0.03 -0.12 0.06 0.87
C 2.8289 3.5892 4.4358 -0.09 0.02 -0.02 -0.23
O 1.7570 1.2071 4.1729 0.08 -0.01 -0.01 -0.54
H 7.2794 0.5059 0.0243 0.01 0.00 -0.01 0.07
H 7.4919 2.2517 -0.1329 0.02 -0.01 -0.02 0.08
H 6.4673 1.3904 -1.2747 0.01 -0.01 0.00 0.07
H 5.9334 -0.0426 1.9053 0.00 0.00 -0.01 0.11
H 3.9448 0.3653 3.3571 0.00 0.01 -0.01 0.11
H 2.9515 3.8015 1.0202 0.01 -0.01 0.00 0.10
H 4.9374 3.4115 -0.4090 -0.01 0.00 0.01 0.12
H 3.6306 3.0440 4.9323 0.01 0.01 -0.01 0.06
H 2.1019 3.9504 5.1615 0.02 0.00 0.01 0.05
H 3.2222 4.4144 3.8432 -0.01 0.02 0.02 0.05
```
Forces are in eV/Å.

As for the multiplicity: 3. Its total charge is 0. Its LUMO energy (spin up / spin down) is -0.5 / -0.7 eV. The value obtained for the total energy is -121151.42791 eV. The value obtained for the maximum force is 0.7 eV/Å. As for the frontier orbital gap (spin up / spin down): 6.9 / 6.8 eV. The HOMO energy (spin up / spin down) is -7.465 / -7.476 eV. The value obtained for the relative energy (zero: lowest compared OMol25 entry of this formula, charge and spin) is 6.54 kJ/mol.

***

Question: relative energy (zero: lowest compared OMol25 entry of this formula, charge and spin) of number 2 (C44H39BF2N13OS2V)?
Answer: 6.54 kJ/mol

***

Question: What is the formula in the first record?
Answer: C44H39BCoN9O4P2